# 1
62
Properties=species:S:1:pos:R:3:forces:R:3:mulliken_charge:R:1 method="wB97M-V/def2-TZVPD" homo_ev=-9.9 total_energy_ev=-50798.3614 charge=+1 homo_lumo_gap_ev=6.5095 fmax_ev_per_a=1.03
Ir -0.159 0.010 0.269 0.4 0.4 -0.9 0.85
N 3.835 1.554 0.540 0.1 -0.1 -0.1 0.10
C 2.508 1.481 0.525 -0.1 0.1 0.0 -0.14
N 1.838 0.442 0.126 0.4 0.2 0.5 -0.36
C 2.527 -0.694 -0.329 0.3 -0.1 -0.1 0.60
N 1.896 -1.730 -0.781 -0.4 0.4 0.2 -1.41
N 0.534 -1.533 -0.625 0.1 -0.6 -0.2 0.97
C -0.307 -2.407 -1.057 -0.2 0.0 0.1 -0.53
C -1.705 -2.086 -0.771 0.3 0.0 0.0 1.07
C -2.777 -2.869 -1.159 -0.1 0.0 0.0 -0.93
C -4.058 -2.474 -0.813 0.0 0.0 0.0 -0.30
C -4.228 -1.312 -0.078 0.0 0.0 0.0 -0.89
C -3.119 -0.569 0.282 0.1 -0.2 -0.1 0.31
N -1.883 -0.936 -0.068 -0.8 -0.3 0.3 0.06
C 3.983 -0.684 -0.278 -0.1 0.0 -0.1 0.64
C 4.749 -1.799 -0.633 0.0 0.0 0.0 -0.32
C 6.121 -1.742 -0.559 0.0 0.0 0.0 -0.79
C 6.754 -0.569 -0.132 0.0 -0.1 0.0 -0.39
C 6.017 0.536 0.231 0.0 0.0 0.0 -0.92
C 4.628 0.467 0.162 0.0 0.1 0.0 0.03
H 4.277 2.396 0.873 0.0 0.0 0.0 0.29
H 1.961 2.353 0.858 0.0 -0.1 0.1 0.52
H 0.025 -3.306 -1.556 0.0 0.0 0.0 0.45
H -2.596 -3.777 -1.718 0.0 0.0 0.0 0.46
H -4.912 -3.067 -1.109 0.0 0.0 0.0 0.45
H -5.211 -0.981 0.227 0.0 0.0 0.0 0.44
H -3.198 0.332 0.871 0.0 0.0 0.0 0.21
H 4.239 -2.695 -0.960 0.0 0.0 0.0 0.48
H 6.714 -2.604 -0.830 0.0 0.0 0.0 0.43
H 7.834 -0.528 -0.080 0.0 0.0 0.0 0.41
H 6.504 1.443 0.568 0.0 0.0 0.0 0.39
C -3.810 5.196 2.557 0.1 0.1 0.0 -1.08
N -3.297 4.179 1.649 -0.2 -0.1 0.1 -0.02
N -2.527 3.134 2.120 0.1 0.2 0.1 0.56
C -1.783 2.625 1.078 0.0 0.0 -0.2 0.73
O -1.045 1.631 1.277 0.1 0.1 0.3 -1.07
C -2.099 3.414 -0.062 0.1 0.0 0.1 -0.97
C -2.997 4.366 0.348 -0.1 0.0 -0.1 0.28
C -3.602 5.491 -0.415 0.0 0.0 0.0 -1.59
C -2.891 2.410 3.297 0.0 0.0 -0.1 -0.05
C -4.234 2.205 3.594 0.0 0.0 0.0 0.39
C -4.574 1.464 4.714 0.0 0.0 0.0 -0.79
C -3.580 0.907 5.509 0.0 0.0 0.0 -0.44
C -2.245 1.104 5.189 0.0 0.0 0.0 -0.81
C -1.891 1.868 4.088 0.0 0.0 0.1 -0.46
H -3.798 4.803 3.568 0.0 0.0 0.0 0.42
H -4.835 5.445 2.289 0.0 0.0 0.0 0.36
H -3.194 6.095 2.519 0.0 0.0 0.0 0.36
H -1.703 3.285 -1.052 0.0 0.0 0.0 0.45
H -3.385 5.375 -1.473 0.0 0.0 0.0 0.39
H -3.201 6.452 -0.087 0.0 0.0 0.0 0.33
H -4.683 5.516 -0.279 0.0 0.0 0.0 0.35
H -5.004 2.613 2.951 0.0 0.0 0.0 0.50
H -5.617 1.309 4.956 0.0 0.0 0.0 0.40
H -3.849 0.311 6.371 0.0 0.0 0.0 0.42
H -1.467 0.655 5.791 0.0 0.0 0.0 0.45
H -0.852 2.016 3.832 0.0 0.0 0.0 0.46
I 0.367 -1.063 2.729 0.0 -0.1 0.2 -0.35
C -0.410 0.975 -1.560 -0.1 0.0 0.0 -1.49
H -0.047 2.003 -1.478 0.1 0.0 -0.1 0.32
H -1.463 1.009 -1.858 0.0 0.0 0.0 0.38
H 0.147 0.486 -2.363 0.0 0.0 0.0 0.42

=====

# 2
102
Properties=species:S:1:pos:R:3:forces:R:3:mulliken_charge:R:1 method="wB97M-V/def2-TZVPD" homo_ev=-10.4 total_energy_ev=-191116.0651 smiles="CCOC(=O)C(F)(F)F.CCOC(=O)C(F)(F)F.CCOC(=O)C(F)(F)F.CCOC(=O)C(F)(F)F.CCOC(=O)C(F)(F)F.ClCCCl.ClCCCl.ClCCCl.ClCCCl" charge=0 homo_lumo_gap_ev=10.5570 fmax_ev_per_a=6.15
C -3.816 -10.637 14.186 0.4 -0.8 -0.1 -0.24
C -5.150 -10.023 13.791 1.1 -0.4 0.1 -0.47
O -5.028 -8.591 13.961 -0.7 1.5 0.6 -0.27
C -5.134 -7.959 15.143 -1.7 -2.8 2.8 0.51
O -5.427 -8.493 16.235 1.1 1.4 -3.5 -0.59
C -4.971 -6.407 15.129 -0.7 -2.3 2.5 0.81
F -3.978 -6.152 15.993 -0.3 0.5 0.6 -0.24
F -4.625 -5.930 14.018 0.4 1.5 -3.3 -0.21
F -6.139 -5.853 15.545 1.0 -0.2 -0.2 -0.27
H -3.480 -11.257 13.355 0.2 -0.2 0.1 0.38
H -3.862 -11.269 15.072 -0.1 0.1 0.0 0.20
H -3.035 -9.893 14.345 -0.2 0.1 0.0 -0.36
H -5.971 -10.554 14.273 -0.2 0.9 0.4 0.37
H -5.280 -10.177 12.720 -0.1 0.5 0.1 0.34
C 8.807 -10.336 12.274 0.5 0.5 0.6 -1.26
C 7.401 -10.816 12.150 -0.6 -2.3 -0.3 -0.10
O 6.505 -10.307 13.136 -3.1 1.1 1.5 -0.27
C 5.143 -10.686 13.105 1.8 -1.4 -3.7 0.19
O 4.692 -11.357 12.175 0.7 1.6 2.5 -0.54
C 4.257 -10.213 14.293 2.0 0.4 0.6 1.00
F 5.102 -10.322 15.402 -2.0 0.4 -1.2 -0.28
F 3.873 -8.922 14.110 0.3 -1.3 0.5 -0.19
F 3.174 -10.980 14.430 0.9 0.6 0.1 -0.22
H 9.269 -10.493 13.248 -0.6 0.6 0.4 0.34
H 8.815 -9.299 11.939 0.6 0.0 0.3 0.31
H 9.519 -10.933 11.704 -0.5 0.0 -0.8 0.38
H 7.345 -11.882 12.369 0.3 -0.3 -0.6 0.30
H 7.059 -10.653 11.128 -0.4 0.1 0.1 0.29
C 1.955 -9.311 10.552 0.2 0.4 1.2 -1.12
C 1.451 -7.891 10.791 0.1 0.4 1.0 1.01
O 2.403 -7.121 11.631 0.9 2.5 0.7 -0.28
C 2.055 -5.840 12.168 -2.0 -2.7 -1.7 0.43
O 0.927 -5.554 12.465 0.6 -0.1 -0.2 -0.45
C 3.193 -4.829 12.381 1.0 0.4 0.0 0.69
F 4.255 -5.517 12.720 1.2 -0.6 0.2 -0.22
F 3.542 -4.052 11.314 -0.9 -0.9 0.5 -0.28
F 2.908 -4.009 13.394 -0.4 -0.1 -0.4 -0.19
H 3.012 -9.328 10.288 -0.2 -0.1 -0.4 0.41
H 1.285 -9.899 9.924 0.3 0.5 -0.5 0.19
H 1.848 -9.845 11.497 0.3 0.0 0.2 0.15
H 0.560 -7.976 11.413 -0.2 0.3 -0.7 -0.77
H 1.358 -7.295 9.883 -0.5 -0.1 0.0 0.38
C -3.143 -6.880 11.537 0.4 -0.7 -0.9 -0.85
C -1.903 -7.061 10.622 -1.4 0.7 1.6 0.53
O -1.972 -8.047 9.595 0.2 -1.5 -0.7 -0.37
C -1.533 -9.312 9.691 0.1 0.9 2.7 0.44
O -1.190 -9.891 10.711 -0.5 1.0 -1.4 -0.48
C -1.508 -10.041 8.346 0.6 1.2 2.0 0.81
F -2.555 -10.835 8.372 -0.8 -0.7 -1.1 -0.24
F -1.451 -9.209 7.345 -1.0 0.6 -1.4 -0.25
F -0.396 -10.723 8.302 1.1 -1.6 -0.1 -0.25
H -2.820 -6.200 12.325 -0.2 0.4 -0.3 0.22
H -3.351 -7.799 12.086 -0.3 -0.1 -0.3 0.00
H -3.991 -6.520 10.955 -0.2 0.0 0.4 0.47
H -1.184 -7.235 11.424 0.9 -0.1 -1.1 -0.24
H -1.823 -6.153 10.025 0.7 0.0 0.5 0.29
C -2.720 -10.273 18.107 1.3 -0.8 -0.3 -0.61
C -2.631 -11.725 18.633 -1.0 2.7 0.5 0.36
O -3.436 -11.653 19.878 0.4 0.1 3.2 -0.41
C -3.004 -11.032 21.052 5.8 1.4 -1.6 0.43
O -1.866 -10.446 21.195 -5.4 -2.8 -0.7 -0.53
C -4.012 -11.066 22.243 -1.5 -0.3 0.4 0.75
F -4.771 -12.155 22.239 0.5 -1.3 -0.1 -0.24
F -3.551 -10.948 23.526 0.3 0.3 -2.2 -0.23
F -4.909 -10.108 21.997 0.4 1.2 0.2 -0.24
H -3.779 -10.019 18.079 0.3 0.3 -0.3 0.44
H -2.221 -10.248 17.138 -0.5 0.0 -0.5 -0.28
H -2.113 -9.553 18.657 -0.4 -0.1 0.6 0.38
H -1.625 -12.125 18.757 -0.3 0.1 0.3 -0.14
H -3.261 -12.291 17.947 0.2 -0.5 0.4 0.21
Cl -0.354 -2.538 16.642 -0.4 0.1 0.2 -0.21
C -0.154 -3.880 15.506 1.4 -0.5 -0.1 -0.06
C 0.462 -5.110 16.196 -0.1 0.4 0.4 0.31
Cl 2.090 -4.711 17.002 -1.2 -0.4 -0.8 -0.22
H 0.565 -3.519 14.772 -0.2 -0.1 -0.1 0.13
H -1.090 -4.103 14.994 0.0 -0.1 0.3 0.23
H 0.594 -5.949 15.514 0.4 0.4 -0.1 -0.67
H -0.199 -5.486 16.977 0.2 0.2 0.2 0.42
Cl -0.430 -12.864 16.256 -0.6 1.0 -1.1 -0.06
C -0.174 -14.111 17.426 -0.1 -1.7 0.2 -0.72
C -1.274 -15.272 17.348 0.5 1.7 0.8 -0.36
Cl -1.342 -16.266 15.921 0.8 -0.5 -0.9 -0.19
H -0.108 -13.629 18.401 -0.6 -0.3 0.2 0.30
H 0.860 -14.398 17.236 -0.2 -0.8 0.0 0.51
H -2.274 -14.841 17.293 0.2 0.4 0.8 0.13
H -1.185 -15.915 18.223 0.0 0.1 -0.1 0.40
Cl 1.155 -8.549 16.290 0.4 0.8 1.1 -0.04
C 0.246 -9.538 15.194 0.6 -0.3 -2.0 0.96
C -0.363 -8.548 14.143 0.7 -1.9 0.3 -0.22
Cl -1.601 -7.627 14.931 -0.9 0.9 0.2 0.22
H -0.349 -10.307 15.687 -0.7 0.8 0.1 -0.87
H 1.015 -10.152 14.726 -0.1 0.1 -0.5 0.17
H -0.803 -9.033 13.272 0.0 -0.3 0.1 0.13
H 0.450 -7.918 13.781 -0.1 0.2 0.2 -0.18
Cl 2.365 -10.975 17.993 -0.1 -0.2 0.2 -0.12
C 2.719 -9.797 19.297 1.1 -0.3 0.3 -0.74
C 1.474 -9.126 19.844 1.1 -0.8 -1.0 0.23
Cl 1.902 -8.327 21.343 0.0 0.3 0.5 -0.21
H 3.478 -9.118 18.908 -0.2 0.1 0.0 0.31
H 3.187 -10.379 20.090 0.0 0.0 -0.1 0.47
H 0.842 -9.991 20.046 -0.9 0.8 0.0 0.12
H 1.200 -8.373 19.105 -0.9 -0.3 0.4 -0.02